A 14-piece molecular cluster, C52H84O42 overall at a distorted geometry. Source: OMol25; level of theory: ωB97M-V/def2-TZVPD.

For the HOMO energy, the calculation gives -10.37 eV. The value obtained for the LUMO energy is -0.432 eV. Its HOMO-LUMO gap is 9.94 eV.

ORCA input file:
```
! wB97M-V def2-TZVPD RIJCOSX def2/J DEFGRID3
* xyz 0 1
C -1.713 2.047 -6.539
C -1.281 2.115 -5.091
C -2.235 2.927 -4.199
O -2.636 2.045 -3.133
C -2.004 0.865 -3.287
O -2.062 -0.051 -2.525
O -1.346 0.818 -4.455
H -0.944 1.571 -7.147
H -1.743 3.089 -6.870
H -2.687 1.577 -6.632
H -0.277 2.508 -4.937
H -3.162 3.246 -4.671
H -1.669 3.744 -3.756
C 2.457 4.351 0.721
C 1.571 4.532 1.935
C 2.218 5.059 3.227
O 1.369 6.156 3.587
C 0.394 6.345 2.685
O -0.432 7.198 2.736
O 0.502 5.438 1.682
H 2.822 5.307 0.338
H 1.885 3.853 -0.061
H 3.317 3.765 1.045
H 1.123 3.557 2.148
H 3.248 5.387 3.100
H 2.152 4.326 4.024
C -4.354 -3.052 0.374
C -3.683 -4.273 -0.239
C -2.404 -4.651 0.520
O -2.522 -6.071 0.630
C -3.810 -6.446 0.423
O -4.202 -7.552 0.586
O -4.541 -5.387 0.020
H -4.436 -3.164 1.455
H -5.360 -2.856 0.004
H -3.759 -2.156 0.187
H -3.519 -4.149 -1.307
H -2.416 -4.157 1.492
H -1.505 -4.387 -0.035
C 1.008 1.871 4.969
C 0.984 0.673 5.917
C -0.332 -0.130 5.976
O -0.020 -1.338 5.307
C 1.318 -1.463 5.177
O 1.859 -2.450 4.797
O 1.925 -0.301 5.487
H 1.804 2.559 5.258
H 0.100 2.471 5.054
H 1.180 1.516 3.954
H 1.202 1.044 6.917
H -1.242 0.319 5.586
H -0.533 -0.321 7.035
C -3.099 6.378 0.691
C -3.001 4.891 0.465
C -1.860 4.461 -0.463
O -1.264 3.336 0.195
C -1.759 3.252 1.451
O -1.393 2.471 2.280
O -2.630 4.232 1.689
H -3.946 6.639 1.321
H -3.142 6.950 -0.237
H -2.167 6.695 1.167
H -3.934 4.447 0.111
H -1.109 5.225 -0.664
H -2.228 4.055 -1.407
C 3.679 6.521 -2.512
C 2.402 6.358 -3.324
C 2.465 5.450 -4.542
O 1.933 4.211 -4.086
C 1.183 4.479 -2.993
O 0.430 3.703 -2.489
O 1.420 5.711 -2.504
H 3.460 6.781 -1.481
H 4.374 7.239 -2.950
H 4.254 5.586 -2.509
H 2.112 7.350 -3.680
H 3.505 5.481 -4.880
H 1.871 5.803 -5.385
C 1.933 -5.365 -0.135
C 1.355 -5.089 1.247
C 0.622 -6.317 1.858
O 1.312 -6.495 3.112
C 2.337 -5.634 3.222
O 3.132 -5.683 4.110
O 2.367 -4.781 2.195
H 2.689 -4.601 -0.323
H 1.142 -5.394 -0.877
H 2.496 -6.302 -0.116
H 0.644 -4.263 1.191
H 0.804 -7.207 1.254
H -0.447 -6.208 2.005
C 4.204 -2.143 0.115
C 3.516 -1.830 1.425
C 4.370 -1.635 2.675
O 4.169 -0.243 3.032
C 3.344 0.344 2.145
O 3.034 1.502 2.159
O 2.880 -0.531 1.273
H 4.877 -2.993 0.228
H 4.831 -1.309 -0.215
H 3.476 -2.294 -0.683
H 2.718 -2.536 1.635
H 5.455 -1.689 2.569
H 4.052 -2.283 3.490
C -0.931 -5.009 -3.145
C -2.274 -4.549 -3.664
C -2.308 -4.259 -5.177
O -3.382 -5.051 -5.665
C -3.758 -5.941 -4.721
O -4.487 -6.862 -4.895
O -3.196 -5.647 -3.526
H -0.385 -4.199 -2.644
H -0.255 -5.361 -3.921
H -0.981 -5.733 -2.329
H -2.662 -3.660 -3.168
H -1.355 -4.399 -5.687
H -2.567 -3.209 -5.336
C 2.033 0.305 -4.657
C 1.333 -0.906 -4.078
C 0.613 -1.822 -5.080
O 0.999 -3.131 -4.723
C 2.038 -3.074 -3.843
O 2.618 -4.041 -3.460
O 2.292 -1.816 -3.515
H 1.265 0.916 -5.133
H 2.727 -0.037 -5.429
H 2.610 0.879 -3.936
H 0.628 -0.611 -3.305
H 0.770 -1.554 -6.130
H -0.468 -1.698 -4.965
C -1.133 -0.646 1.961
O -0.534 -1.702 1.208
C 0.082 -1.419 0.070
O 0.445 -2.259 -0.715
O 0.325 -0.114 -0.018
C 1.143 0.424 -1.008
H -1.931 -1.109 2.546
H -1.625 0.140 1.398
H -0.432 -0.225 2.681
H 0.594 0.870 -1.846
H 1.791 -0.332 -1.457
H 1.724 1.273 -0.650
C -4.778 0.763 -0.304
O -5.042 1.453 0.921
C -4.702 0.847 2.051
O -4.398 -0.319 2.168
O -4.632 1.752 3.012
C -4.044 1.372 4.242
H -4.886 -0.309 -0.174
H -3.753 0.988 -0.602
H -5.480 1.127 -1.047
H -3.491 2.221 4.645
H -3.288 0.597 4.114
H -4.808 1.068 4.954
C 4.494 1.694 -1.302
O 5.650 2.059 -2.047
C 5.971 1.385 -3.144
O 5.331 0.512 -3.673
O 7.136 1.855 -3.583
C 7.510 1.433 -4.886
H 3.715 2.449 -1.412
H 4.782 1.818 -0.252
H 4.193 0.658 -1.424
H 8.386 1.996 -5.192
H 6.730 1.640 -5.623
H 7.703 0.361 -4.902
C -3.084 -2.162 8.923
O -3.389 -2.948 7.784
C -3.643 -2.315 6.658
O -3.493 -1.133 6.443
O -4.076 -3.199 5.769
C -4.309 -2.760 4.435
H -2.072 -1.756 8.943
H -3.118 -2.846 9.771
H -3.829 -1.382 9.057
H -3.357 -2.482 3.982
H -4.990 -1.911 4.387
H -4.781 -3.605 3.943
*
```